[1]
Below is C19H13N4O6Pt as an isolated structure, with properties calculated with the ωB97M-V functional and the def2-TZVPD basis.

Each line ends with the Löwdin charge.
Element x y z (Å)
Pt  -0.04110  -0.43630  0.08830  1.306
O  0.24160  -1.22940  1.93440  -0.234
C  1.24670  -0.92060  2.70370  -0.354
C  1.17150  -1.32930  4.04410  -0.042
C  2.23630  -1.19970  4.91120  -0.121
C  3.45290  -0.69700  4.44550  -0.130
C  3.55630  -0.24960  3.15520  -0.074
C  2.45390  -0.25410  2.26020  -0.167
C  2.58620  0.39420  1.03160  -0.096
N  1.59090  0.56280  0.12910  -0.247
N  1.76950  1.39800  -0.87290  0.091
C  0.80350  1.32940  -1.79370  -0.436
O  -0.05060  0.34230  -1.80800  -0.191
C  0.68920  2.36450  -2.79350  -0.149
C  -0.38240  2.28730  -3.69720  -0.017
C  -0.54910  3.24300  -4.67240  -0.090
C  0.34770  4.30090  -4.77320  -0.103
C  1.39790  4.39930  -3.86700  -0.101
C  1.57500  3.44960  -2.88300  -0.031
H  0.23330  -1.75300  4.37410  0.107
H  2.12580  -1.48540  5.94550  0.087
H  4.30660  -0.63900  5.10620  0.089
H  4.48390  0.16690  2.79030  0.099
H  3.53530  0.84680  0.76960  0.108
H  -1.07030  1.46270  -3.58300  0.114
H  -1.38040  3.16260  -5.36020  0.099
H  0.23450  5.03810  -5.55730  0.092
H  2.08590  5.23300  -3.93450  0.095
H  2.38210  3.53600  -2.17060  0.104
O  -5.99110  -0.81760  -0.13660  0.101
C  -5.44040  -1.99810  -0.03590  -0.534
O  -6.08430  -3.02640  0.00340  0.063
C  -3.95040  -2.05320  0.01330  -0.042
C  -3.20920  -3.22100  0.04460  0.004
N  -1.91110  -2.87490  0.04300  0.042
N  -1.77000  -1.54790  0.01170  -0.099
C  -2.98300  -1.01600  0.00400  -0.096
C  -3.08710  0.50350  0.02820  -0.596
O  -4.22300  0.99480  -0.12630  0.017
O  -2.02600  1.11170  0.22120  -0.031
H  -5.30300  -0.02340  -0.14950  0.065
H  -3.53810  -4.23980  0.06230  0.132
H  -1.09490  -3.46960  0.05270  0.165

* HOMO level (alpha / beta): -0.0982 / -0.1932 Eh
* ΔE to the lowest compared entry with this formula, charge and spin: 5.7 kcal per mole
* Kohn-Sham gap (alpha / beta): 5.11 / 5.90 eV
* total charge: -1
* multiplicity: 3
* ⟨S²⟩: 2.038
* electronic energy: -41407.374 eV

---

[2]
Below is one molecule with the formula C19H13NO4, with properties calculated with the ωB97M-V functional and the def2-TZVPD basis.

Each line ends with the Löwdin charge.
Element x y z (Å)
O  -1.10741  -1.25920  2.11308  0.079
O  0.64570  -2.72741  -2.19143  0.095
O  -2.68356  2.06181  0.48582  0.112
O  2.44167  0.81907  -1.74528  -0.019
C  -1.68898  -0.30140  1.63115  -0.346
C  1.22551  -1.71570  -1.85780  -0.347
C  -1.44609  0.00138  0.22956  -0.102
C  -1.97823  1.15873  -0.26129  -0.278
C  -0.70793  -0.93859  -0.59385  0.065
C  0.49187  -0.63521  -1.24347  -0.092
C  -4.24841  2.17392  3.81884  -0.055
C  5.42100  -1.23889  -2.36673  -0.074
C  -3.72870  1.01353  4.44958  -0.052
C  4.87772  -2.53231  -2.41903  -0.077
C  -3.88386  2.50234  2.50414  -0.005
C  4.59917  -0.13134  -2.12459  0.005
C  -2.95839  0.14251  3.66873  0.015
C  3.48482  -2.71100  -2.30562  0.016
C  -3.02794  1.70146  1.78562  -0.176
C  3.20601  -0.30539  -1.98982  -0.195
C  -2.59466  0.52766  2.37082  -0.093
C  2.65526  -1.58365  -2.07874  -0.085
N  -1.89516  1.37654  -1.60871  0.169
C  1.21925  0.65961  -0.99959  -0.089
H  -1.01321  -1.96789  -0.55111  0.131
H  -4.84884  2.87341  4.37412  0.099
H  6.49052  -1.08378  -2.48427  0.104
H  -3.97018  0.74616  5.47268  0.102
H  5.56268  -3.36712  -2.48950  0.096
H  -4.21028  3.47501  2.08690  0.131
H  5.04094  0.86086  -2.07785  0.116
H  -2.64056  -0.85406  3.99845  0.129
H  2.98582  -3.69503  -2.26429  0.127
H  -1.38733  0.71205  -2.19011  0.113
H  -2.45828  2.14530  -2.00793  0.135
H  0.59134  1.48152  -1.16817  0.102
H  1.53874  0.61508  0.02969  0.146

* HOMO level: -0.3095 Eh
* ΔE to the lowest compared entry with this formula, charge and spin: 23.6 kcal per mole
* Kohn-Sham gap: 8.07 eV
* electronic energy: -29592.967 eV
* SMILES: Nc1oc2ccccc2c(=O)c1/C=C1\COc2ccccc2C1=O